Arrangement w

# C4H13NOS

A cluster of 2 separate species, C4H13NOS in total (the ωB97M-V functional and the def2-TZVPD basis, OMol25).

Last column: natural (NBO) charge in e.
Cartesian coordinates (Å):
1 S 1.22 -2.69 -0.79  -0.064
2 O -3.82 0.38 -0.18  -0.931
3 N -0.58 1.31 -0.55  -0.859
4 C 0.73 -0.44 0.91  -0.430
5 C 0.31 -1.96 0.67  -0.490
6 C 1.76 1.65 -0.31  -0.638
7 C 0.66 0.60 -0.31  -0.047
8 H -1.23 0.52 -0.69  0.360
9 H 2.23 1.74 -1.29  0.219
10 H -0.04 -0.05 1.61  0.225
11 H 1.08 2.48 -0.17  0.224
12 H -0.64 1.85 -1.42  0.363
13 H -4.31 1.14 0.13  0.470
14 H 0.75 -0.12 -1.18  0.167
15 H 0.42 -2.55 1.56  0.219
16 H -4.36 -0.33 0.05  0.463
17 H 1.85 -0.29 1.07  0.216
18 H 2.37 1.48 0.61  0.204
19 H -0.74 -2.04 0.33  0.213
20 H 2.34 -2.67 -0.06  0.116

Computed properties:
Lowest unoccupied orbital energy in eV: 0.72
Frontier orbital gap in eV: 9.25
Spin multiplicity: 1
E_HOMO in eV: -8.53

***

Arrangement x

# C4H13NOS

A cluster of 2 separate species, C4H13NOS in total (the ωB97M-V functional and the def2-TZVPD basis, OMol25).

Last column: natural (NBO) charge in e.
Cartesian coordinates (Å):
1 S 2.28 0.36 0.06  -0.059
2 O -0.24 -1.84 -2.86  -0.966
3 N -1.48 -0.98 0.22  -0.877
4 C -0.41 1.24 0.26  -0.413
5 C -0.90 0.02 1.10  -0.050
6 C 0.69 0.83 -0.71  -0.502
7 C -1.87 0.55 2.18  -0.630
8 H -1.41 -1.91 0.61  0.375
9 H -1.27 0.91 3.02  0.211
10 H 1.86 -0.67 0.75  0.105
11 H -0.72 -1.62 -2.05  0.491
12 H 0.48 0.00 -1.37  0.222
13 H -2.52 -0.20 2.63  0.212
14 H -0.14 2.06 0.92  0.219
15 H 0.94 1.75 -1.25  0.225
16 H -0.09 -0.41 1.67  0.188
17 H -2.46 1.42 1.88  0.204
18 H -2.42 -0.76 -0.09  0.368
19 H 0.66 -1.48 -2.87  0.475
20 H -1.30 1.52 -0.31  0.204

Computed properties:
Lowest unoccupied orbital energy in eV: 0.79
Frontier orbital gap in eV: 9.90
Spin multiplicity: 1
E_HOMO in eV: -9.11

***

What are the relative energies? In kJ/mol: arrangement w 134.9; arrangement x 0.0.

***

Arrangement w

# C2H2O4S

The molecule C2H2O4S (the ωB97M-V functional and the def2-TZVPD basis, OMol25).

Last column: natural (NBO) charge in e.
Cartesian coordinates (Å):
1 S 0.07 -1.84 0.75  1.696
2 O -0.45 -2.81 -0.17  -0.836
3 O -0.93 -0.48 0.96  -0.674
4 O 0.63 2.13 -0.98  -0.483
5 O 1.06 -0.60 0.07  -0.673
6 C -0.11 1.22 -0.79  0.396
7 C 0.07 0.37 0.52  0.254
8 H -0.80 0.86 -1.64  0.131
9 H 0.46 1.16 1.29  0.189

Computed properties:
Lowest unoccupied orbital energy in eV: -0.28
Frontier orbital gap in eV: 9.93
Spin multiplicity: 1
E_HOMO in eV: -10.22

***

Arrangement x

# C2H2O4S

A cluster of 2 separate species, C2H2O4S in total (the ωB97M-V functional and the def2-TZVPD basis, OMol25).

Last column: natural (NBO) charge in e.
Cartesian coordinates (Å):
1 S 2.02 0.05 0.24  1.697
2 O 1.39 0.87 1.24  -0.893
3 O 1.83 -1.37 0.46  -0.852
4 O 0.41 0.52 -1.45  -0.488
5 O -1.77 -1.29 0.42  -0.446
6 C -0.66 0.43 -0.91  0.375
7 C -1.06 -0.29 0.30  0.300
8 H -0.67 0.27 1.11  0.164
9 H -1.49 0.82 -1.40  0.144

Computed properties:
Lowest unoccupied orbital energy in eV: -1.01
Frontier orbital gap in eV: 9.42
Spin multiplicity: 1
E_HOMO in eV: -10.43

***

What are the relative energies? In kJ/mol: arrangement w 6.2; arrangement x 0.0.

***

Arrangement w

# C7H11N

A structure of composition C7H11N (the ωB97M-V functional and the def2-TZVPD basis, OMol25).

Last column: natural (NBO) charge in e.
Cartesian coordinates (Å):
1 N 1.04 0.48 1.21  -0.616
2 C 0.34 0.02 0.04  0.083
3 C 0.94 0.28 -1.36  -0.370
4 C -0.05 -1.45 -0.09  -0.207
5 C -0.51 -0.09 -1.80  -0.262
6 C -0.62 -1.53 -1.28  -0.201
7 C 0.23 0.43 2.42  -0.411
8 C -0.98 0.66 -0.55  -0.404
9 H 1.16 1.34 -1.52  0.196
10 H -0.92 0.11 -2.81  0.216
11 H 1.77 -0.38 -1.67  0.210
12 H 0.82 0.67 3.30  0.204
13 H -0.68 1.08 2.41  0.166
14 H 0.17 -2.17 0.67  0.219
15 H -0.94 1.77 -0.66  0.196
16 H 1.40 1.40 1.05  0.360
17 H -1.93 0.35 -0.13  0.205
18 H -0.16 -0.60 2.55  0.195
19 H -1.09 -2.38 -1.78  0.221

Computed properties:
Lowest unoccupied orbital energy in eV: 1.07
Frontier orbital gap in eV: 9.66
Spin multiplicity: 1
E_HOMO in eV: -8.59

***

Arrangement x

# C7H11N

A cluster of 2 separate species, C7H11N in total (the ωB97M-V functional and the def2-TZVPD basis, OMol25).

Last column: natural (NBO) charge in e.
Cartesian coordinates (Å):
1 N 1.25 1.15 -0.87  -0.808
2 C -1.77 0.60 0.14  -0.227
3 C -0.25 -0.83 1.25  -0.198
4 C 2.24 0.61 -0.02  -0.412
5 C -0.18 -1.59 0.08  -0.254
6 C -1.05 -1.31 -0.96  -0.178
7 C -1.12 0.20 1.29  -0.239
8 C -1.79 -0.07 -1.05  -0.197
9 H -2.33 0.09 -1.85  0.207
10 H -1.47 0.86 2.07  0.226
11 H 2.25 -0.41 -0.14  0.183
12 H 0.31 -2.48 -0.18  0.229
13 H -1.01 -1.87 -1.99  0.210
14 H 0.43 -0.99 2.05  0.218
15 H -2.54 1.32 0.34  0.206
16 H 0.38 0.86 -0.46  0.361
17 H 2.16 0.62 1.08  0.152
18 H 1.25 2.16 -0.64  0.337
19 H 3.24 1.06 -0.14  0.185

Computed properties:
Lowest unoccupied orbital energy in eV: 1.03
Frontier orbital gap in eV: 10.19
Spin multiplicity: 1
E_HOMO in eV: -9.15

***

What are the relative energies? In kJ/mol: arrangement w 23.8; arrangement x 0.0.

***

Arrangement w

# C5H8N3O

The ion C5H8N3O with charge +1 (the ωB97M-V functional and the def2-TZVPD basis, OMol25).

Last column: natural (NBO) charge in e.
Cartesian coordinates (Å):
1 O 0.75 -2.73 -1.63  -0.556
2 N 1.34 -0.10 -1.54  -0.724
3 N 0.24 1.61 0.50  -0.473
4 N -0.02 -1.95 -0.76  -0.286
5 C -1.51 1.17 1.86  -0.280
6 C -0.57 2.12 1.48  0.072
7 C -1.31 0.04 1.04  -0.108
8 C -0.16 0.32 0.29  -0.057
9 C 0.38 -0.53 -0.66  0.521
10 H 0.97 2.11 0.00  0.435
11 H -1.80 -0.80 0.81  0.232
12 H -2.39 1.49 2.38  0.258
13 H 0.08 -2.50 0.05  0.402
14 H -0.57 3.14 1.69  0.238
15 H 1.67 -0.59 -2.32  0.431
16 H 1.34 0.86 -1.80  0.400
17 H 0.29 -2.94 -2.44  0.494

Computed properties:
Lowest unoccupied orbital energy in eV: -4.78
Frontier orbital gap in eV: 8.62
Spin multiplicity: 1
Charge: +1
E_HOMO in eV: -13.40

***

Arrangement x

# C5H8N3O

The ion C5H8N3O with charge +1 (the ωB97M-V functional and the def2-TZVPD basis, OMol25).

Last column: natural (NBO) charge in e.
Cartesian coordinates (Å):
1 O 3.22 0.09 -0.35  -0.524
2 N 1.33 -0.74 1.31  -0.714
3 N 1.91 0.49 -0.61  -0.270
4 N -2.89 0.31 0.24  -0.364
5 C -0.55 0.40 -0.08  -0.376
6 C -1.21 -0.63 -0.96  -0.247
7 C -1.92 0.89 0.73  0.134
8 C 1.03 -0.06 0.24  0.573
9 C -2.51 -0.71 -0.70  -0.011
10 H 2.26 -1.02 1.71  0.463
11 H -1.97 1.75 1.48  0.238
12 H 1.61 0.77 -1.55  0.434
13 H -0.73 -1.28 -1.61  0.230
14 H -0.41 1.23 -0.70  0.251
15 H -3.34 -1.27 -1.10  0.244
16 H 3.70 0.78 0.17  0.502
17 H 0.48 -0.99 1.79  0.436

Computed properties:
Lowest unoccupied orbital energy in eV: -3.63
Frontier orbital gap in eV: 9.89
Spin multiplicity: 1
Charge: +1
E_HOMO in eV: -13.52

***

Arrangement y

# C5H8N3O

A cluster of 2 separate species, C5H8N3O in total (the ωB97M-V functional and the def2-TZVPD basis, OMol25).

Last column: natural (NBO) charge in e.
Cartesian coordinates (Å):
1 O 0.73 -1.70 0.27  -0.334
2 N -0.83 -0.49 -0.63  -0.356
3 N -1.79 0.57 1.12  -0.396
4 N 2.43 0.94 0.05  -1.037
5 C 0.47 -0.65 1.23  -0.238
6 C 0.10 -1.39 -0.81  0.530
7 C -1.99 0.14 -1.06  -0.098
8 C -2.57 0.75 0.06  0.035
9 C -0.74 -0.11 0.78  0.364
10 H 1.34 0.06 0.81  0.343
11 H 1.97 1.09 -0.86  0.380
12 H 0.27 -1.93 -1.69  0.235
13 H -3.46 1.33 -0.07  0.248
14 H -2.37 0.06 -1.95  0.224
15 H 3.22 0.41 -0.12  0.393
16 H 2.63 1.90 0.49  0.421
17 H 0.60 -0.98 2.36  0.287

Computed properties:
Lowest unoccupied orbital energy in eV: -5.16
Frontier orbital gap in eV: 8.14
Spin multiplicity: 1
Charge: +1
E_HOMO in eV: -13.30

***

What are the relative energies? In kJ/mol: arrangement w 0.0; arrangement x 160.3; arrangement y 87.6.